1.
Formula: C3H7N2O3
Source: the Open Molecules 2025 dataset
Level of theory: the ωB97M-V functional and the def2-TZVPD basis

orbital gap (alpha / beta): 0.3473 / 0.3473 Eh

ORCA input file:
```
! wB97M-V def2-TZVPD RIJCOSX def2/J DEFGRID3
* xyz 1 1
C -0.6869 -0.6762 1.1247
C 1.5123 1.5286 -1.6815
C 1.3035 0.5595 -0.5658
N -0.1840 -0.8885 2.3190
N -1.7948 -1.0119 0.5912
O -2.6612 -1.7548 1.1177
O -1.9229 -0.6623 -0.7660
O 0.1618 0.3923 -0.1474
H 2.4688 1.8756 -1.7392
H 1.4671 1.0543 -2.6408
H 0.6576 2.3190 -1.5558
H 2.1873 0.0438 -0.1022
H 0.5585 -1.5205 2.2688
H -0.4273 -0.1481 3.0047
H -2.6397 -1.1108 -1.2275
*
```

---

2.
Formula: C3H7N2OS
Source: the Open Molecules 2025 dataset
Level of theory: the ωB97M-V functional and the def2-TZVPD basis

orbital gap (alpha / beta): 0.2914 / 0.2914 Eh

ORCA input file:
```
! wB97M-V def2-TZVPD RIJCOSX def2/J DEFGRID3
* xyz 1 1
C -0.5183 -0.4754 1.4669
C -1.4727 0.0290 0.7593
C -1.4975 0.4023 -0.7360
N 2.2547 -0.4473 -0.5296
N 1.1619 0.2150 -0.7737
O 1.1644 1.4646 -0.3273
S -0.1477 -0.4615 -1.5180
H -0.5193 -0.7200 2.5011
H 0.5093 -0.5225 1.0706
H -2.5556 0.1058 1.0406
H -1.4380 1.4505 -0.9054
H -2.4760 0.1439 -1.0664
H 3.0468 0.1737 -0.2487
H 2.4879 -1.3582 -0.7334
*
```

---

3.
Formula: C3H7N2OS
Source: the Open Molecules 2025 dataset
Level of theory: the ωB97M-V functional and the def2-TZVPD basis

orbital gap: 0.3574 Eh

ORCA input file:
```
! wB97M-V def2-TZVPD RIJCOSX def2/J DEFGRID3
* xyz 1 1
C 0.7461 1.0880 0.9234
C 1.7037 0.8446 -0.3035
C 0.1180 -0.9455 0.4219
N -0.0165 0.1319 1.2194
N -1.7076 -0.2846 -0.8185
O -0.3905 -2.0806 0.7763
S 1.3274 -0.8175 -0.8149
H 0.6492 2.0162 1.5820
H 1.3019 1.6453 -1.0851
H 2.7662 0.8765 0.1526
H -1.0559 0.4349 -1.0987
H -2.6235 0.1584 -0.8081
H -1.7061 -0.9888 -1.5330
H -1.1122 -2.0787 1.3861
*
```

---

4.
Formula: C3H7N2OS
Source: the Open Molecules 2025 dataset
Level of theory: the ωB97M-V functional and the def2-TZVPD basis

orbital gap (alpha / beta): 0.3120 / 0.3067 Eh

ORCA input file:
```
! wB97M-V def2-TZVPD RIJCOSX def2/J DEFGRID3
* xyz 1 1
C -2.9074 -0.4524 -0.7259
C 2.1793 0.3039 0.1596
C -1.6629 -0.0197 0.4000
N 1.0657 0.0651 -0.4062
N 3.2890 -0.3450 -0.0070
O -1.6838 -0.1970 1.7061
S -0.3518 0.9998 -0.1809
H -2.6458 -0.4447 -1.7927
H -3.9197 -0.5668 -0.3623
H 2.3003 1.2963 0.6628
H 4.1021 0.0111 0.4010
H 3.4084 -1.1699 -0.5654
H -2.5408 -0.4649 2.1784
H -0.6326 0.9843 -1.4675
*
```

---

5.
Formula: C3H7N2OS
Source: the Open Molecules 2025 dataset
Level of theory: the ωB97M-V functional and the def2-TZVPD basis

orbital gap: 0.1756 Eh

ORCA input file:
```
! wB97M-V def2-TZVPD RIJCOSX def2/J DEFGRID3
* xyz 1 1
C 1.4808 -1.4480 2.7619
C -0.5763 -1.1551 1.6107
C 0.2983 1.0309 -2.8175
N 0.5795 -1.0505 1.9876
N -1.6311 -0.9546 1.0810
O -1.0607 1.4273 -0.5640
S 0.3621 1.9649 -1.2327
H 2.3998 -0.9801 2.5073
H 1.3664 -2.1647 3.5989
H 0.4225 1.7891 -3.6251
H -0.5874 0.4980 -2.9310
H 1.0993 0.2284 -2.8154
H -2.4812 -1.3847 0.8914
H -1.6721 2.1992 -0.4533
*
```

---

6.
Formula: C3H7N2OS
Source: the Open Molecules 2025 dataset
Level of theory: the ωB97M-V functional and the def2-TZVPD basis

orbital gap (alpha / beta): 0.2817 / 0.2344 Eh
⟨S²⟩: 2.01

ORCA input file:
```
! wB97M-V def2-TZVPD RIJCOSX def2/J DEFGRID3
* xyz 1 3
C 4.3898 -0.6526 -1.0582
C 0.8344 0.9498 1.2243
C -1.7705 -0.1544 -0.0903
N 3.4594 -0.3356 -0.5062
N -1.9368 -0.8062 -1.2897
O 2.0910 1.1734 1.2938
S 0.2249 -0.1407 0.1556
H 2.4968 0.5986 0.4925
H 5.3573 -0.7958 -1.4483
H -2.1871 -0.8221 0.6626
H -2.0289 0.9871 0.0110
H 0.1776 1.4217 1.8599
H -1.5663 -1.7230 -1.2310
H -1.5948 -0.3636 -2.0911
*
```

---

7.
Formula: C3H7N2P
Source: the Open Molecules 2025 dataset
Level of theory: the ωB97M-V functional and the def2-TZVPD basis

orbital gap (alpha / beta): 0.2788 / 0.2789 Eh

ORCA input file:
```
! wB97M-V def2-TZVPD RIJCOSX def2/J DEFGRID3
* xyz 0 1
C 0.7062 -1.2142 -0.9697
C 1.6324 -0.1769 -0.2950
C 0.5072 0.7080 0.2652
N -0.5443 -0.9394 -0.8322
N -0.7534 0.1644 -0.2030
P -2.3115 -0.1303 1.2941
H 0.8024 -2.0407 -1.6151
H 2.1796 -0.5176 0.5211
H 2.1748 0.4809 -0.9632
H 0.6718 1.0572 1.2958
H 0.4224 1.6185 -0.3316
H -2.9091 -0.1736 0.1063
H -2.5785 1.1635 1.7273
*
```

---

8.
Formula: C3H7N2S
Source: the Open Molecules 2025 dataset
Level of theory: the ωB97M-V functional and the def2-TZVPD basis

orbital gap (alpha / beta): 0.2534 / 0.2534 Eh

ORCA input file:
```
! wB97M-V def2-TZVPD RIJCOSX def2/J DEFGRID3
* xyz 1 1
C 0.4058 -1.3300 -0.2384
C 1.8315 -0.8008 0.2311
C -1.8824 1.4802 -0.0560
N -0.6348 -0.5105 -0.0701
N -0.6512 0.6848 -0.0657
S 1.9175 1.0065 -0.0279
H 0.5918 -1.4148 -1.2618
H 0.3395 -2.2021 0.3358
H 1.9605 -0.9604 1.3471
H 2.5594 -1.1745 -0.3486
H -2.8282 0.9811 -0.3657
H -1.5848 2.4869 -0.5810
H -2.0245 1.7537 1.1013
*
```